Molecular formula: C3H5NO2
Method: DFT, wB97M-V/def2-TZVPD

Values from the calculation:
SMILES string: [H]/N=C(\O)[C@@H]1CO1
HOMO-LUMO gap in eV: 11.2
Energy relative to the best compared isomer or geometry (same formula, charge and spin) in kJ/mol: 194.6
Electronic energy in eV: -8775.6778

The geometry in XYZ format:
```
11
C3H5NO2 wB97M-V/def2-TZVPD
H 0.85 -2.61 0.10
N 0.31 -1.88 0.56
C 0.66 -0.73 0.16
O 1.62 -0.43 -0.73
C -0.12 0.47 0.62
C -1.22 0.84 -0.26
O 0.00 1.60 -0.24
H 1.52 0.52 -0.92
H -0.14 0.69 1.69
H -2.10 1.34 0.14
H -1.37 0.24 -1.16
```

=====

Molecular formula: C6H19NO4Tl
Method: DFT, wB97M-V/def2-TZVPD

Values from the calculation:
HOMO-LUMO gap in eV: 5.7
Energy relative to the best compared isomer or geometry (same formula, charge and spin) in kJ/mol: 0.0
Total charge: +3
Electronic energy in eV: -20868.1764

The geometry in XYZ format:
```
31
C6H19NO4Tl wB97M-V/def2-TZVPD
Tl 0.49 -0.19 -1.09
C -1.01 -3.50 0.46
O -1.00 -2.06 0.36
C -1.40 -1.49 1.60
C -1.60 -0.03 1.38
N -0.42 0.67 0.95
C -0.54 2.13 1.02
C 0.75 2.78 0.60
O 1.24 2.38 -0.65
C 2.39 3.10 -0.99
H -0.71 -3.95 -0.49
H -2.05 -3.77 0.63
H -0.43 -3.93 1.28
H -0.65 -1.63 2.38
H -2.33 -1.90 2.00
H -1.94 0.44 2.30
H -2.29 0.05 0.54
H 0.31 0.39 1.60
H -0.87 2.45 2.01
H -1.23 2.55 0.30
H 1.49 2.50 1.35
H 0.66 3.87 0.66
H 2.98 2.67 -1.80
H 3.11 3.11 -0.17
H 2.10 4.08 -1.36
O 1.50 -1.23 -2.71
H 1.95 -0.79 -3.43
H 1.80 -2.13 -2.75
O -0.53 -1.88 -1.93
H -0.28 -2.80 -2.02
H -1.48 -1.88 -2.03
```

=====

Molecular formula: C7H10N2OS
Method: DFT, wB97M-V/def2-TZVPD

Values from the calculation:
HOMO-LUMO gap in eV: 9.8
Energy relative to the best compared isomer or geometry (same formula, charge and spin) in kJ/mol: 249.0
Electronic energy in eV: -23281.4489

The geometry in XYZ format:
```
21
C7H10N2OS wB97M-V/def2-TZVPD
C -1.28 -1.25 -0.03
C -1.24 1.19 -0.78
C -1.08 -0.33 -1.19
C 0.30 -0.12 -0.50
C -2.27 -2.27 0.30
C 0.68 2.37 0.43
C 2.71 -0.25 0.46
N -0.18 -1.01 0.58
N 0.02 1.30 -0.30
O -2.09 2.02 -0.93
S 2.01 -0.62 -1.18
H -1.35 -0.66 -2.22
H -3.24 -1.84 0.52
H -1.67 -2.81 1.13
H -2.23 -2.98 -0.58
H -0.06 3.21 0.65
H 0.94 2.00 1.38
H 1.54 2.88 -0.08
H 1.85 -0.44 1.15
H 3.26 0.71 0.34
H 3.38 -1.09 0.84
```